# 1
Computed, not measured: an isolated molecule of C13H12N4S, with ωB97M-V/def2-TZVPD.

Computed properties:
**HOMO-LUMO gap**: 8.880 eV
**Energy relative to the best compared isomer or geometry (same formula, charge and spin)**: 0.235 eV
**Lowest unoccupied orbital energy**: 0.2586 eV
**E_HOMO**: -8.621 eV
**SMILES**: c1cn(-c2ncnc3sc4c(c23)CCCC4)cn1

Geometry (Å):
C1 -4.116 -0.543 0.158
C2 -3.475 0.589 0.558
N1 -2.238 0.552 -0.036
C3 -1.267 1.546 0.007
N2 -1.711 2.792 -0.043
C4 -0.830 3.772 -0.148
N3 0.474 3.636 -0.259
C5 0.927 2.401 -0.149
S1 2.613 2.001 -0.207
C6 2.226 0.341 0.143
C7 0.895 0.087 0.259
C8 0.109 1.257 0.053
C9 0.518 -1.295 0.689
C10 1.250 -2.357 -0.154
C11 2.677 -1.945 -0.561
C12 3.211 -0.763 0.263
C13 -2.219 -0.586 -0.795
N4 -3.325 -1.254 -0.695
H1 -5.093 -0.894 0.421
H2 -3.758 1.393 1.204
H3 -1.224 4.778 -0.176
H4 -0.556 -1.466 0.650
H5 0.830 -1.405 1.733
H6 1.277 -3.283 0.422
H7 0.668 -2.556 -1.055
H8 2.684 -1.647 -1.610
H9 3.354 -2.792 -0.455
H10 3.305 -1.061 1.312
H11 4.194 -0.458 -0.094
H12 -1.398 -0.842 -1.435

# 2
Computed, not measured: an isolated molecule of C4H7P, with ωB97M-V/def2-TZVPD.

Computed properties:
**HOMO-LUMO gap**: 9.934 eV
**Energy relative to the best compared isomer or geometry (same formula, charge and spin)**: 2.383 eV
**Lowest unoccupied orbital energy**: 0.9241 eV
**E_HOMO**: -9.010 eV
**SMILES**: CC=C=CP

Geometry (Å):
C1 1.656 0.544 -0.834
C2 1.157 -0.043 0.488
C3 0.007 -0.711 0.661
C4 -1.223 -1.275 0.664
P1 -2.759 -0.514 1.419
H1 2.815 0.137 -0.964
H2 1.495 1.655 -0.776
H3 0.968 0.233 -1.611
H4 1.808 -0.046 1.234
H5 -1.169 -2.269 0.255
H6 -3.527 -0.712 0.323
H7 -2.512 0.937 0.886

# 3
Computed, not measured: an isolated molecule of C17H24N4O3, with ωB97M-V/def2-TZVPD.

Computed properties:
**HOMO-LUMO gap**: 8.656 eV
**Energy relative to the best compared isomer or geometry (same formula, charge and spin)**: 3.942 eV
**Lowest unoccupied orbital energy**: 0.6209 eV
**E_HOMO**: -8.035 eV
**SMILES**: NCCCC[C@H](N)C(=O)N[C@@H](Cc1c[nH]c2ccccc12)C(=O)O

Geometry (Å):
N1 6.503 -0.723 -0.243
C1 5.587 0.360 -0.110
C2 4.184 0.147 -0.850
C3 3.403 -1.129 -0.556
C4 1.948 -1.033 -1.089
C5 0.732 -1.290 -0.119
N2 -0.347 -0.857 -0.880
C6 1.078 -0.570 1.280
O1 1.864 -1.037 2.114
N3 0.592 0.650 1.594
C7 -0.400 1.292 0.916
C8 -1.807 1.422 1.690
C9 -2.662 0.348 1.360
C10 -2.845 -0.791 2.117
N4 -4.011 -1.464 1.635
C11 -4.281 -0.939 0.398
C12 -5.252 -1.299 -0.518
C13 -5.360 -0.522 -1.650
C14 -4.567 0.590 -1.814
C15 -3.496 0.928 -0.962
C16 -3.487 0.199 0.190
C17 -0.058 2.593 0.264
O2 0.686 3.401 0.774
O3 -0.868 3.082 -0.713
H1 6.569 -1.431 0.455
H2 6.682 -1.135 -1.140
H3 6.012 1.229 -0.547
H4 5.466 0.564 0.929
H5 3.543 0.892 -0.372
H6 4.282 0.397 -1.819
H7 3.976 -2.000 -1.004
H8 3.447 -1.329 0.457
H9 1.838 0.021 -1.448
H10 1.846 -1.717 -1.913
H11 0.730 -2.302 0.093
H12 -1.272 -1.313 -0.515
H13 -0.319 -1.040 -1.879
H14 1.174 1.216 2.147
H15 -0.390 0.556 0.100
H16 -1.670 1.295 2.780
H17 -2.307 2.317 1.333
H18 -2.363 -1.048 3.042
H19 -4.483 -2.258 2.040
H20 -5.734 -2.262 -0.200
H21 -6.094 -0.865 -2.423
H22 -4.767 1.212 -2.726
H23 -2.837 1.706 -1.306
H24 -0.463 3.935 -0.911

# 4
Computed, not measured: an isolated molecule of C4H2N2S, with ωB97M-V/def2-TZVPD.

Computed properties:
**HOMO-LUMO gap (spin up / spin down)**: 8.143 / 8.142 eV
**Energy relative to the best compared isomer or geometry (same formula, charge and spin)**: 1.348 eV
**Lowest unoccupied orbital energy (spin up / spin down)**: -2.0683 / -2.0687 eV
**E_HOMO (spin up / spin down)**: -10.211 / -10.211 eV
**SMILES**: N#CCC(=S)C#N

Geometry (Å):
N1 -0.534 1.055 2.275
C1 0.127 0.774 1.372
C2 0.829 0.376 0.182
C3 0.002 -0.430 -0.805
S1 0.587 -1.093 -2.158
C4 -1.389 -0.541 -0.572
N2 -2.524 -0.686 -0.293
H1 1.429 1.102 -0.314
H2 1.471 -0.558 0.313

# 5
Computed, not measured: an isolated molecule of C3H3NS3, with ωB97M-V/def2-TZVPD.

Computed properties:
**HOMO-LUMO gap**: 8.437 eV
**Energy relative to the best compared isomer or geometry (same formula, charge and spin)**: 1.459 eV
**Lowest unoccupied orbital energy**: -0.4555 eV
**E_HOMO**: -8.892 eV
**SMILES**: S=C1SCC=NS1

Geometry (Å):
S1 1.584 -0.713 -2.939
C1 0.756 -0.343 -1.654
S2 -0.522 -1.258 -0.851
C2 -0.307 -0.639 0.804
C3 -0.660 0.856 1.002
N1 -0.160 1.739 0.237
S3 0.952 1.399 -1.021
H1 0.612 -0.874 1.241
H2 -0.957 -1.326 1.367
H3 -1.298 1.158 1.813

# 6
Computed, not measured: a cluster of 2 separate species, C32H34N2O4 in total, with ωB97M-V/def2-TZVPD.

Computed properties:
**HOMO-LUMO gap**: 3.163 eV
**Energy relative to the best compared isomer or geometry (same formula, charge and spin)**: 0.000 eV
**Lowest unoccupied orbital energy**: -2.3356 eV
**E_HOMO**: -5.499 eV

Geometry (Å):
C1 -3.869 -0.847 1.245
C2 -4.770 0.130 0.482
C3 -5.777 -0.640 -0.372
O1 -5.530 0.904 1.447
C4 -4.865 1.958 2.026
O2 -5.244 2.488 3.072
C5 -3.684 2.457 1.401
C6 -2.884 3.490 2.104
C7 -1.931 2.867 3.081
C8 -0.661 2.483 2.676
C9 0.188 1.844 3.552
C10 -0.220 1.576 4.841
C11 -1.483 1.943 5.252
C12 -2.336 2.580 4.375
C13 -3.219 1.922 0.163
O3 -2.196 2.386 -0.342
O4 -3.934 0.899 -0.420
H1 -3.156 -0.301 1.858
H2 -4.463 -1.483 1.900
H3 -3.307 -1.467 0.549
H4 -6.416 0.069 -0.889
H5 -5.265 -1.245 -1.116
H6 -6.404 -1.273 0.252
H7 -2.341 4.098 1.374
H8 -3.554 4.184 2.624
H9 -0.359 2.656 1.656
H10 1.168 1.538 3.226
H11 0.433 1.052 5.515
H12 -1.811 1.715 6.251
H13 -3.344 2.815 4.679
C14 1.771 0.412 -7.510
N1 1.025 0.827 -6.326
C15 -0.193 1.650 -6.445
C16 -0.708 1.771 -4.991
C17 0.272 0.974 -4.161
C18 1.290 0.473 -4.998
C19 2.372 -0.221 -4.452
C20 2.408 -0.455 -3.104
C21 1.346 -0.051 -2.248
C22 1.279 -0.333 -0.863
C23 2.052 -1.206 -0.064
C24 1.857 -1.157 1.342
C25 2.616 -1.938 2.175
C26 3.606 -2.793 1.646
N2 4.288 -3.425 2.692
C27 5.441 -4.311 2.583
C28 3.724 -3.075 4.009
C29 2.597 -2.068 3.680
C30 3.762 -2.915 0.263
C31 2.984 -2.156 -0.571
C32 0.293 0.716 -2.814
H14 2.547 -0.304 -7.253
H15 1.096 -0.049 -8.228
H16 2.230 1.279 -7.982
H17 0.068 2.616 -6.890
H18 -0.903 1.145 -7.110
H19 -0.725 2.816 -4.656
H20 -1.727 1.380 -4.882
H21 3.173 -0.544 -5.094
H22 3.299 -0.887 -2.686
H23 0.510 0.204 -0.333
H24 1.116 -0.499 1.759
H25 5.789 -4.376 1.555
H26 6.256 -3.942 3.202
H27 5.173 -5.306 2.931
H28 3.355 -3.991 4.484
H29 4.507 -2.650 4.646
H30 2.769 -1.096 4.157
H31 1.618 -2.429 4.016
H32 4.466 -3.625 -0.133
H33 3.033 -2.350 -1.626
H34 -0.495 1.092 -2.185

# 7
Computed, not measured: a cluster of 6 separate species, C56H70N10O2 in total, with ωB97M-V/def2-TZVPD.

Computed properties:
**HOMO-LUMO gap**: 6.745 eV
**Energy relative to the best compared isomer or geometry (same formula, charge and spin)**: 2.801 eV
**Lowest unoccupied orbital energy**: -17.0201 eV
**E_HOMO**: -23.765 eV
**Charge**: +8

Geometry (Å):
C1 -4.859 2.104 8.569
N1 -4.593 2.243 7.125
C2 -5.462 1.658 6.261
C3 -5.229 1.775 4.900
C4 -4.236 2.611 4.405
C5 -3.436 3.259 5.337
C6 -3.574 3.029 6.703
C7 -3.944 2.745 2.942
C8 -3.427 3.937 2.391
C9 -2.939 3.992 1.125
N2 -2.969 2.878 0.316
C10 -3.519 1.727 0.785
C11 -3.945 1.625 2.124
C12 -2.320 2.865 -0.977
H1 -4.533 3.023 9.047
H2 -4.347 1.218 8.955
H3 -5.872 1.839 8.877
H4 -6.219 1.021 6.696
H5 -5.912 1.231 4.261
H6 -2.569 3.866 5.120
H7 -2.954 3.340 7.531
H8 -3.398 4.853 2.968
H9 -2.589 4.895 0.645
H10 -3.421 0.885 0.114
H11 -4.316 0.679 2.491
H12 -1.466 2.202 -0.801
H13 -2.027 3.893 -1.180
H14 -2.954 2.466 -1.763
C13 -2.710 -6.561 -6.778
N3 -1.834 -6.101 -5.682
C14 -1.605 -6.951 -4.668
C15 -0.961 -6.436 -3.577
C16 -0.393 -5.162 -3.527
C17 -0.750 -4.264 -4.557
C18 -1.458 -4.804 -5.663
C19 0.412 -4.862 -2.259
C20 1.537 -4.047 -2.291
C21 2.335 -3.881 -1.126
N4 1.943 -4.523 -0.004
C22 0.846 -5.278 0.022
C23 -0.049 -5.315 -1.025
C24 2.902 -4.447 1.158
H15 -2.221 -7.282 -7.432
H16 -3.051 -5.691 -7.333
H17 -3.603 -7.021 -6.355
H18 -1.828 -7.975 -4.941
H19 -0.678 -7.096 -2.765
H20 -0.465 -3.222 -4.517
H21 -1.833 -4.147 -6.431
H22 1.892 -3.700 -3.252
H23 3.220 -3.272 -1.041
H24 0.646 -5.692 1.003
H25 -0.918 -5.952 -0.926
H26 3.926 -4.410 0.801
H27 2.746 -5.389 1.683
H28 2.592 -3.604 1.769
C25 6.482 4.304 5.186
N5 5.352 3.336 5.011
C26 4.077 3.778 5.040
C27 3.028 2.905 5.058
C28 3.273 1.529 4.926
C29 4.586 1.085 4.739
C30 5.617 2.046 4.751
C31 2.088 0.601 4.751
C32 2.241 -0.628 4.123
C33 1.188 -1.530 4.060
N6 -0.031 -1.181 4.479
C34 -0.236 -0.019 5.099
C35 0.811 0.836 5.339
C36 -1.181 -2.060 4.163
H29 7.082 3.992 6.039
H30 6.049 5.282 5.375
H31 7.021 4.263 4.241
H32 3.873 4.738 5.502
H33 2.011 3.251 5.170
H34 4.883 0.055 4.614
H35 6.650 1.742 4.646
H36 3.233 -0.957 3.846
H37 1.206 -2.490 3.567
H38 -1.235 0.226 5.427
H39 0.645 1.804 5.789
H40 -1.307 -2.739 5.006
H41 -1.031 -2.572 3.218
H42 -2.076 -1.461 4.015
C37 5.122 -0.299 -6.266
N7 3.591 -0.372 -6.340
C38 2.858 -0.589 -5.203
C39 1.472 -0.573 -5.360
C40 0.845 -0.460 -6.618
C41 1.679 -0.229 -7.703
C42 3.043 -0.147 -7.520
C43 -0.569 -0.773 -6.917
C44 -0.907 -1.764 -7.843
C45 -2.214 -1.876 -8.300
N8 -3.175 -1.088 -7.803
C46 -2.922 -0.300 -6.758
C47 -1.628 -0.097 -6.286
C48 -4.594 -1.171 -8.293
H43 5.491 -1.101 -6.902
H44 5.507 -0.559 -5.280
H45 5.409 0.720 -6.504
H46 3.500 -0.759 -4.353
H47 0.861 -0.815 -4.495
H48 1.309 -0.048 -8.704
H49 3.749 0.112 -8.300
H50 -0.189 -2.465 -8.246
H51 -2.512 -2.662 -8.983
H52 -3.772 0.188 -6.302
H53 -1.484 0.705 -5.577
H54 -5.351 -0.532 -7.844
H55 -4.889 -2.188 -8.031
H56 -4.548 -0.998 -9.366
C49 2.667 2.881 -0.287
C50 2.300 2.191 1.007
N9 1.546 3.103 1.864
C51 0.258 2.929 2.336
C52 -0.054 4.046 3.090
N10 0.977 4.954 2.916
C53 1.956 4.329 2.281
C54 0.992 6.366 3.351
H57 2.872 2.118 -1.048
H58 3.549 3.517 -0.268
H59 1.823 3.312 -0.831
H60 3.141 1.864 1.621
H61 1.662 1.332 0.796
H62 -0.360 2.052 2.184
H63 -0.942 4.317 3.631
H64 2.886 4.769 1.956
H65 0.561 6.887 2.492
H66 1.971 6.820 3.480
H67 0.303 6.518 4.178
C55 0.165 -1.760 0.420
C56 -0.811 -0.624 0.422
O1 -1.141 -0.157 -0.702
O2 -1.065 0.001 1.515
H68 1.183 -1.705 0.037
H69 -0.292 -2.567 -0.168
H70 0.260 -2.261 1.387

# 8
Computed, not measured: a cluster of 16 separate species, C24H13Cl60NOS in total, with ωB97M-V/def2-TZVPD.

Computed properties:
**HOMO-LUMO gap**: 8.436 eV
**Lowest unoccupied orbital energy**: -0.2917 eV
**E_HOMO**: -8.728 eV

Geometry (Å):
C1 -0.815 -4.519 4.909
C2 -0.262 -3.550 4.018
C3 0.119 -2.508 2.770
C4 -1.243 -2.402 1.805
C5 -2.289 -1.297 2.487
C6 -3.601 -2.226 2.810
S1 -5.109 -1.249 3.410
C7 -6.404 -2.588 3.719
C8 -6.456 -3.747 2.559
C9 -1.332 -0.760 3.704
O1 -1.582 -0.061 4.814
N1 0.106 -1.128 3.409
H1 -1.510 -5.363 5.388
H2 1.063 -2.852 2.166
H3 -1.000 -2.241 0.651
H4 -1.667 -3.513 1.774
H5 -2.442 -0.403 1.715
H6 -3.350 -3.155 3.505
H7 -3.937 -2.702 1.768
H8 -6.187 -3.112 4.744
H9 -7.446 -2.057 3.818
H10 -6.907 -3.314 1.552
H11 -5.437 -4.284 2.350
H12 -7.208 -4.595 2.921
H13 0.307 -0.538 2.565
C10 1.054 -3.029 -2.249
Cl1 2.483 -2.551 -3.200
Cl2 1.173 -2.340 -0.611
Cl3 -0.419 -2.419 -3.045
Cl4 0.979 -4.806 -2.142
C11 1.054 2.521 1.901
Cl5 2.381 3.530 1.273
Cl6 1.106 2.510 3.682
Cl7 -0.507 3.186 1.356
Cl8 1.235 0.856 1.291
C12 -1.046 -1.722 -7.314
Cl9 0.003 -0.322 -7.650
Cl10 -1.831 -2.253 -8.823
Cl11 -0.065 -3.055 -6.654
Cl12 -2.292 -1.258 -6.128
C13 5.254 5.103 -1.089
Cl13 4.699 3.438 -1.394
Cl14 4.915 5.541 0.605
Cl15 7.007 5.209 -1.390
Cl16 4.395 6.224 -2.175
C14 7.654 3.003 2.111
Cl17 6.436 3.063 0.812
Cl18 7.866 4.631 2.803
Cl19 7.108 1.883 3.385
Cl20 9.205 2.434 1.445
C15 4.954 -5.847 -1.009
Cl21 5.830 -5.154 0.379
Cl22 6.076 -6.819 -1.995
Cl23 3.632 -6.885 -0.417
Cl24 4.277 -4.531 -2.001
C16 -7.346 -1.074 -0.736
Cl25 -6.810 -2.361 -1.845
Cl26 -9.057 -1.333 -0.309
Cl27 -6.353 -1.112 0.742
Cl28 -7.166 0.509 -1.532
C17 12.943 0.965 1.479
Cl29 11.726 1.026 0.180
Cl30 13.156 2.594 2.170
Cl31 12.398 -0.154 2.753
Cl32 14.495 0.396 0.812
C18 5.143 -0.188 -4.867
Cl33 3.575 -0.256 -5.711
Cl34 5.329 -1.633 -3.841
Cl35 6.461 -0.139 -6.066
Cl36 5.209 1.274 -3.852
C19 2.443 -7.046 3.725
Cl37 1.991 -8.176 5.026
Cl38 2.432 -7.902 2.163
Cl39 1.276 -5.701 3.674
Cl40 4.075 -6.403 4.039
C20 -11.657 0.554 2.665
Cl41 -12.383 -1.070 2.757
Cl42 -12.422 1.474 1.345
Cl43 -11.912 1.407 4.209
Cl44 -9.909 0.406 2.351
C21 13.778 6.508 3.237
Cl45 12.130 5.834 3.300
Cl46 14.181 7.237 4.812
Cl47 14.938 5.206 2.872
Cl48 13.863 7.753 1.966
C22 0.878 6.472 -4.898
Cl49 1.928 7.872 -5.234
Cl50 0.093 5.942 -6.407
Cl51 1.859 5.139 -4.238
Cl52 -0.368 6.936 -3.712
C23 -16.522 0.589 0.202
Cl53 -16.725 0.160 -1.515
Cl54 -16.520 2.362 0.375
Cl55 -17.866 -0.099 1.149
Cl56 -14.977 -0.068 0.800
C24 -3.666 6.024 -8.226
Cl57 -4.984 4.826 -8.215
Cl58 -3.179 6.386 -6.550
Cl59 -2.273 5.366 -9.120
Cl60 -4.227 7.519 -9.017

# 9
Computed, not measured: the ion C5H8N with charge +1, with ωB97M-V/def2-TZVPD.

Computed properties:
**HOMO-LUMO gap**: 10.125 eV
**Energy relative to the best compared isomer or geometry (same formula, charge and spin)**: 3.876 eV
**Lowest unoccupied orbital energy**: -3.2178 eV
**E_HOMO**: -13.343 eV
**Charge**: +1
**SMILES**: C[NH2+]C=C1C=C1

Geometry (Å):
C1 -0.825 -1.385 0.885
N1 -0.287 -1.297 -0.442
C2 0.042 0.083 -0.987
C3 0.567 0.989 -0.278
C4 0.958 1.862 0.789
C5 0.924 2.311 -0.475
H1 -1.226 -2.347 1.109
H2 0.106 -1.215 1.493
H3 -1.619 -0.610 0.993
H4 -0.916 -1.783 -1.079
H5 0.552 -1.808 -0.558
H6 -0.125 0.157 -2.020
H7 0.893 2.019 1.807
H8 0.955 3.022 -1.237

# 10
Computed, not measured: a cluster of 2 separate species, C5H12O2 in total, with ωB97M-V/def2-TZVPD.

Computed properties:
**HOMO-LUMO gap**: 10.481 eV
**Energy relative to the best compared isomer or geometry (same formula, charge and spin)**: 1.708 eV
**Lowest unoccupied orbital energy**: 0.9359 eV
**E_HOMO**: -9.546 eV
**SMILES**: C=CCCCO.O

Geometry (Å):
C1 -2.054 0.349 -0.208
C2 -1.142 -0.564 -0.458
C3 0.192 -0.265 -1.093
C4 0.825 -1.459 -1.752
C5 1.297 -2.529 -0.791
O1 2.280 -1.920 0.065
H1 -1.772 1.392 -0.353
H2 -3.007 0.073 0.216
H3 -1.389 -1.606 -0.285
H4 0.035 0.531 -1.820
H5 0.825 0.103 -0.280
H6 1.745 -1.195 -2.289
H7 0.196 -1.866 -2.551
H8 0.520 -2.925 -0.148
H9 1.770 -3.343 -1.328
H10 2.809 -2.655 0.391
O2 -0.692 6.001 4.393
H11 -1.443 5.520 4.751
H12 -0.994 6.357 3.539

# 11
Computed, not measured: a structure of composition C16H9N5PdS3, with ωB97M-V/def2-TZVPD.

Computed properties:
**HOMO-LUMO gap**: 5.955 eV
**Energy relative to the best compared isomer or geometry (same formula, charge and spin)**: 0.000 eV
**Lowest unoccupied orbital energy**: -1.4793 eV
**E_HOMO**: -7.434 eV

Geometry (Å):
Pd1 1.842 0.664 0.008
S1 4.092 0.655 -0.018
C1 4.523 2.340 -0.043
C2 5.921 2.650 -0.062
N1 7.052 2.862 -0.079
C3 3.584 3.303 -0.045
S2 1.884 2.932 -0.023
C4 3.936 4.692 -0.066
N2 4.185 5.815 -0.085
N3 -1.963 -1.107 0.014
C5 -3.063 -0.223 0.015
C6 -4.349 -0.729 0.022
C7 -5.440 0.131 0.024
C8 -5.239 1.499 0.019
C9 -3.945 2.006 0.012
C10 -2.860 1.149 0.010
S3 -1.233 1.843 -0.002
N4 -0.236 0.470 0.008
C11 -0.654 -0.738 0.013
C12 0.368 -1.813 0.016
C13 0.063 -3.164 0.022
C14 1.086 -4.096 0.023
C15 2.393 -3.653 0.017
C16 2.627 -2.289 0.012
N5 1.643 -1.394 0.012
H1 -2.178 -2.086 0.016
H2 -4.500 -1.803 0.026
H3 -6.442 -0.274 0.029
H4 -6.083 2.175 0.020
H5 -3.774 3.076 0.008
H6 -0.962 -3.505 0.026
H7 0.862 -5.154 0.027
H8 3.225 -4.342 0.017
H9 3.634 -1.892 0.007